1.
C12H20O4SSbTl | ωB97M-V with the def2-TZVPD basis set

Geometry as XYZ:
```
39
Properties=species:S:1:pos:R:3:mulliken_charge:R:1
Tl 0.45992 1.76454 -1.54707 0.68
C 3.56785 2.36273 2.80702 -1.26
Sb 2.64679 1.41240 1.11372 0.71
C 4.08696 2.12190 -0.30616 -1.25
C 3.55758 -0.49570 1.38914 -1.18
H 4.64871 2.23442 2.76568 0.35
H 3.18999 1.91549 3.72628 0.34
H 3.33273 3.42668 2.81558 0.35
H 5.09490 2.02724 0.09730 0.38
H 3.91309 3.16594 -0.56455 0.37
H 3.98638 1.50144 -1.19745 0.31
H 4.62672 -0.38565 1.56737 0.43
H 3.38149 -1.05841 0.47111 0.18
H 3.09831 -1.02818 2.21929 0.40
C -3.79949 2.29825 1.06560 -1.44
C -2.85207 1.34231 0.38040 0.64
O -1.73196 1.72107 0.08675 -0.45
C -3.31297 -0.03480 0.07522 0.42
C -2.37366 -0.98847 -0.30484 0.02
C -2.77694 -2.28163 -0.59336 -0.50
C -4.11916 -2.62655 -0.51615 -0.43
C -5.06291 -1.67746 -0.13870 -0.69
C -4.66072 -0.38804 0.16309 -0.36
H -3.26782 3.21359 1.30726 0.35
H -4.21172 1.85366 1.97196 0.40
H -4.63637 2.53293 0.40441 0.36
H -1.32080 -0.73850 -0.35746 0.24
H -2.03481 -3.01522 -0.87839 0.43
H -4.43323 -3.63650 -0.74681 0.38
H -6.10945 -1.94513 -0.07633 0.38
H -5.40213 0.34311 0.45711 0.34
C 1.83654 -2.66521 -2.56172 -1.10
S 1.30812 -1.13301 -1.86903 1.11
O 0.17408 -0.66981 -2.68625 -0.68
O 2.44223 -0.20467 -1.97348 -0.63
O 0.93533 -1.38649 -0.48408 -0.57
H 2.15286 -2.48217 -3.58572 0.33
H 1.00116 -3.36033 -2.53447 0.32
H 2.66447 -3.03577 -1.96227 0.31
```

## Properties
LUMO in Ha: 0.001
Gap between HOMO and LUMO in hartree: 0.3028
Highest occupied orbital energy in hartree: -0.302
Energy above the lowest of the compared OMol25 structures with the same formula, charge and spin in kJ/mol: 9.19
E_tot in Ha: -1581.13864

2.
CH4NS | ωB97M-V with the def2-TZVPD basis set

Geometry as XYZ:
```
7
Properties=species:S:1:pos:R:3:mulliken_charge:R:1
S -2.37039 -3.35343 0.15275 -0.93
H -1.78267 -3.99236 -0.87941 -0.06
C 1.17472 1.60189 0.02173 -0.28
N 0.24142 1.50726 0.86661 -0.49
H 1.20214 1.12396 -0.98038 0.23
H 1.93641 2.35402 0.22681 0.24
H -0.40163 0.75865 0.59189 0.30
```

## Properties
Net charge: -1
LUMO in Ha: 0.128
Gap between HOMO and LUMO in hartree: 0.2159
Highest occupied orbital energy in hartree: -0.088
Energy above the lowest of the compared OMol25 structures with the same formula, charge and spin in kJ/mol: 39.14
E_tot in Ha: -493.43829

3.
C35H37BiN5O4 | ωB97M-V with the def2-TZVPD basis set

Geometry as XYZ:
```
82
Properties=species:S:1:pos:R:3:mulliken_charge:R:1
Bi -0.29482 -0.25171 0.25484 2.39
C 6.35576 -3.84611 -2.16507 -1.63
C 5.29630 -3.09007 -1.41862 0.07
C 5.58250 -2.15273 -0.47005 -0.70
C 4.56202 -1.47201 0.24127 0.48
C 4.92269 -0.44505 1.12132 -0.36
N 4.07278 0.26196 1.81837 0.34
C 4.43784 1.42130 2.62351 -1.08
C 3.29590 1.80408 3.56716 0.35
C 2.61873 3.12867 3.24828 -1.25
N 2.08596 3.13706 1.89209 0.64
C 1.69741 4.20934 1.24904 -0.31
C 1.04062 4.18770 0.00873 0.43
C 0.60267 5.40498 -0.56615 -0.79
C -0.13874 5.43518 -1.71354 0.13
C -0.62167 6.71445 -2.33263 -1.68
C -0.49272 4.19273 -2.27983 -0.60
C -0.12483 2.96815 -1.76479 1.08
C -0.72310 1.80333 -2.40710 -0.47
N -0.85341 0.60685 -1.98398 -0.02
C -1.67987 -0.28466 -2.80485 -0.97
C -0.94697 -1.48927 -3.37776 -0.75
C -0.61594 -2.59792 -2.38160 -1.05
N 0.48944 -2.22021 -1.50753 -0.12
C 1.56116 -2.88885 -1.66036 -0.69
C 2.88642 -2.65779 -1.08288 0.76
C 3.92897 -3.29699 -1.71318 -0.61
C 3.16723 -1.76635 0.01659 0.11
O 2.27121 -1.28627 0.76341 -0.21
C 0.74250 2.92632 -0.61686 0.25
O 1.22022 1.84606 -0.16094 -0.79
H 7.34980 -3.55562 -1.82952 0.38
H 6.29721 -3.65784 -3.23819 0.35
H 6.25410 -4.92168 -2.01498 0.35
H 6.61641 -1.91401 -0.24301 0.36
H 5.97406 -0.18764 1.22571 0.48
H 3.09684 -0.03942 1.69506 -0.11
H 4.68244 2.25521 1.95829 0.35
H 5.33861 1.17295 3.18592 0.60
H 3.65579 1.85590 4.59498 0.54
H 2.54669 1.00845 3.56521 -0.53
H 3.31507 3.96482 3.34629 0.53
H 1.80474 3.28625 3.96131 0.40
H 1.87550 2.26885 1.37339 -0.34
H 1.87843 5.16536 1.73425 0.49
H 0.86460 6.33415 -0.07122 0.37
H -0.14565 7.57620 -1.86751 0.39
H -1.70060 6.82515 -2.21437 0.34
H -0.40173 6.74736 -3.40019 0.38
H -1.12140 4.20254 -3.16544 0.45
H -1.19177 2.04841 -3.36560 0.26
H -2.12186 0.29228 -3.62273 0.62
H -2.50665 -0.62904 -2.17922 0.21
H -0.03761 -1.16742 -3.89227 0.33
H -1.60219 -1.92165 -4.13802 0.40
H -0.36965 -3.51207 -2.93452 0.54
H -1.49303 -2.81096 -1.76689 0.30
H 1.56026 -3.71364 -2.38490 0.22
H 3.68523 -3.98887 -2.51420 0.45
O -2.21295 3.31747 1.70292 -0.72
C -1.69116 2.22507 1.61371 0.19
O -1.62098 1.50214 0.54997 -0.49
C -1.02700 1.63974 2.85867 0.67
C -1.04789 2.38486 4.05929 -1.07
C -0.42562 1.87106 5.15594 -0.95
C 0.23399 0.61925 5.06840 1.75
C 0.93745 0.04366 6.15271 -0.89
C 1.58082 -1.15132 6.00068 -0.69
C 1.53916 -1.82966 4.76269 -0.78
C 0.85562 -1.30632 3.70145 -0.12
C 0.19699 -0.06277 3.83326 -0.39
N -0.44776 0.46995 2.75251 0.16
H -1.56690 3.33183 4.05787 0.58
H -0.42434 2.40407 6.09918 0.44
H 0.95459 0.56649 7.10053 0.45
H 2.11593 -1.58987 6.83171 0.42
H 2.05192 -2.77627 4.65653 0.46
H 0.84232 -1.81722 2.74903 0.30
C -2.15521 -1.53745 0.53132 -1.67
H -1.89610 -2.59422 0.48323 0.46
H -2.94129 -1.31942 -0.18743 0.40
H -2.53069 -1.30124 1.52578 0.48
```

## Properties
Net charge: +1
LUMO in Ha: -0.105
Gap between HOMO and LUMO in hartree: 0.2663
Highest occupied orbital energy in hartree: -0.371
Energy above the lowest of the compared OMol25 structures with the same formula, charge and spin in kJ/mol: 0.00
E_tot in Ha: -2145.13350